{
  "formula": "C27H54BrIN4O9PS4",
  "method": "ωB97M-V/def2-TZVPD",
  "e_tot_ha": -6762.89156,
  "e_lumo_ev": -3.5,
  "total_charge": 1,
  "gap_ev": 7.36,
  "homo_ev": -10.8675,
  "species": ["C", "C", "O", "N", "C", "C", "C", "C", "N", "C", "N", "N", "C", "Br", "C", "I", "P", "C", "C", "H", "H", "H", "H", "H", "H", "H", "H", "H", "H", "H", "H", "H", "H", "H", "H", "H", "H", "H", "H", "H", "H", "C", "C", "C", "S", "O", "O", "C", "H", "H", "H", "H", "H", "H", "H", "H", "C", "C", "C", "S", "O", "O", "C", "H", "H", "H", "H", "H", "H", "H", "H", "C", "C", "C", "S", "O", "O", "C", "H", "H", "H", "H", "H", "H", "H", "H", "C", "C", "C", "S", "O", "O", "C", "H", "H", "H", "H", "H", "H", "H", "H"],
  "coordinates": [[0.47305, -0.63615, 4.87821], [0.72462, -2.12653, 4.77975], [0.67801, -2.83425, 5.74529], [1.01745, -2.67472, 3.48352], [-0.01375, -2.40940, 2.47532], [0.33227, -1.32055, 1.46103], [-0.90522, -0.97799, 0.63853], [-0.58711, -0.27705, -0.66604], [0.08248, 1.05755, -0.45358], [0.70650, 1.38899, -1.65694], [1.93635, 1.10544, -1.96743], [-0.07262, 2.09621, -2.54988], [-1.22246, 2.55384, -1.76639], [-1.79627, 4.35437, -2.12376], [-0.73894, 2.30700, -0.32695], [-2.37332, 2.24828, 1.02626], [0.37835, 3.71686, 0.36325], [1.56933, 2.79566, 1.40929], [1.41772, 4.36579, -1.03030], [1.21697, -0.08300, 4.30606], [0.54487, -0.34486, 5.92299], [-0.51422, -0.37540, 4.49838], [1.92864, -2.35852, 3.17286], [-0.27813, -3.31394, 1.93435], [-0.93294, -2.10325, 2.98449], [0.69319, -0.44092, 1.99815], [1.12315, -1.70401, 0.80680], [-1.59520, -0.40478, 1.24927], [-1.42438, -1.90599, 0.37887], [-1.46615, -0.21425, -1.31653], [0.14627, -0.89888, -1.18755], [2.42326, 0.23754, -1.73528], [2.39701, 1.72349, -2.61948], [-0.28943, 1.44906, -3.30492], [-2.10427, 1.95436, -1.98116], [2.57732, 2.91594, 1.01069], [1.33662, 1.73700, 1.48682], [1.53350, 3.24445, 2.39717], [1.47098, 5.44518, -0.91214], [2.43658, 3.97433, -0.97300], [1.02955, 4.15579, -2.02250], [0.14649, 2.40988, 7.62113], [1.03651, 3.66037, 7.61664], [1.16852, 4.12246, 6.16023], [-0.33937, 3.59053, 5.33204], [0.00649, 2.60319, 4.33132], [-1.13997, 4.72846, 4.96883], [-1.05234, 2.74652, 6.74055], [-0.16672, 2.13817, 8.62744], [0.69121, 1.56228, 7.19927], [0.56716, 4.44531, 8.21159], [2.01467, 3.46136, 8.05056], [1.24485, 5.20195, 6.05836], [2.00153, 3.64086, 5.65147], [-1.60507, 1.88006, 6.38462], [-1.72742, 3.44937, 7.22784], [6.30863, -1.80562, -4.46509], [5.55766, -3.14417, -4.47408], [4.34878, -2.99716, -3.54023], [3.91023, -1.25836, -3.58248], [4.08322, -0.67717, -2.25855], [2.63145, -1.06041, -4.22475], [5.24395, -0.72641, -4.64380], [7.05584, -1.75311, -5.25400], [6.81934, -1.66861, -3.50997], [5.21690, -3.36851, -5.48572], [6.19398, -3.96576, -4.15261], [3.48184, -3.56794, -3.86339], [4.59150, -3.24260, -2.50783], [5.56035, 0.26983, -4.34293], [4.85010, -0.70709, -5.65972], [-3.07055, 2.41045, -5.58190], [-2.05704, 3.56343, -5.62756], [-1.83202, 3.91666, -7.10179], [-3.35662, 3.47912, -7.96001], [-3.07411, 2.40161, -8.87083], [-4.02521, 4.66856, -8.40866], [-4.19907, 2.80629, -6.52603], [-3.44459, 2.23799, -4.57127], [-2.60462, 1.48650, -5.93418], [-2.46418, 4.42407, -5.09731], [-1.11580, 3.29985, -5.14379], [-1.64215, 4.97421, -7.26490], [-1.03554, 3.32601, -7.55020], [-4.82432, 1.97806, -6.84988], [-4.81546, 3.60186, -6.10854], [-4.37907, -7.03182, 2.28650], [-3.13499, -7.01794, 3.18584], [-1.93976, -6.62906, 2.30752], [-2.60905, -5.61132, 0.98377], [-2.42668, -6.28384, -0.27617], [-2.14824, -4.24755, 1.13408], [-4.32422, -5.74006, 1.47696], [-5.29793, -7.09464, 2.86653], [-4.34686, -7.89151, 1.61448], [-3.26489, -6.28056, 3.97980], [-2.96837, -7.98319, 3.66000], [-1.18795, -6.04936, 2.83819], [-1.47583, -7.49293, 1.83554], [-4.94209, -5.74180, 0.58217], [-4.55278, -4.86950, 2.09139]],
  "forces_ev_per_a": [[0.24, -0.07, 0.13], [-0.03, 0.05, 0.01], [0.06, -0.05, 0.07], [-0.11, -0.13, -0.08], [-0.11, 0.38, -0.02], [-0.16, -0.18, 0.16], [0.13, -0.31, -0.02], [0.00, -0.19, 0.41], [-0.23, -0.14, -0.82], [0.30, -0.08, 0.08], [-0.24, -0.10, -0.18], [0.05, -0.07, 0.79], [-0.42, -0.36, 0.10], [0.04, 0.14, -0.01], [0.53, 0.14, 0.09], [-0.03, -0.07, -0.03], [-0.74, 0.81, 0.32], [0.18, 0.08, -0.13], [0.43, -0.52, -0.09], [-0.07, 0.07, -0.07], [-0.13, 0.01, 0.01], [0.00, 0.04, -0.07], [0.04, -0.04, 0.00], [0.14, -0.11, 0.10], [-0.02, -0.11, 0.08], [0.13, 0.06, -0.15], [0.13, 0.16, 0.01], [-0.06, 0.03, -0.04], [0.00, -0.01, -0.03], [-0.05, 0.24, 0.06], [0.01, 0.03, -0.09], [0.35, 0.35, 0.58], [-0.16, -0.43, -0.58], [0.10, 0.53, -0.49], [0.02, -0.05, -0.06], [0.03, -0.10, -0.02], [-0.03, -0.01, 0.04], [-0.04, -0.11, 0.11], [-0.08, 0.05, 0.02], [0.01, 0.00, -0.01], [-0.06, 0.13, 0.00], [0.04, 0.03, -0.04], [-0.03, -0.01, -0.02], [0.08, 0.03, 0.16], [-0.01, 0.01, 0.14], [0.01, 0.00, -0.08], [-0.02, -0.03, -0.12], [0.03, -0.09, 0.12], [0.00, -0.01, 0.00], [-0.02, 0.01, 0.02], [-0.02, 0.00, -0.01], [0.00, 0.01, 0.01], [-0.01, 0.00, -0.07], [-0.04, -0.03, -0.04], [-0.01, 0.03, -0.07], [-0.01, 0.01, -0.02], [-0.04, -0.04, 0.06], [-0.01, 0.05, -0.02], [0.11, -0.14, -0.04], [-0.03, -0.13, -0.20], [-0.08, 0.00, 0.03], [-0.06, 0.11, 0.09], [0.19, -0.01, 0.01], [0.00, 0.00, -0.01], [0.01, 0.02, -0.01], [-0.01, 0.01, 0.00], [-0.01, -0.01, 0.00], [-0.05, 0.04, 0.05], [-0.01, 0.07, 0.02], [-0.07, 0.02, 0.03], [-0.04, -0.01, 0.01], [0.07, -0.01, 0.01], [-0.04, -0.03, -0.13], [0.11, 0.01, 0.16], [-0.02, 0.04, 0.04], [0.01, -0.02, -0.02], [-0.02, 0.00, -0.06], [0.00, -0.05, 0.14], [-0.01, 0.01, 0.00], [-0.02, -0.01, -0.01], [-0.01, 0.01, -0.01], [0.01, 0.05, 0.01], [-0.02, 0.00, -0.06], [-0.05, -0.03, -0.05], [0.00, 0.02, -0.07], [0.00, 0.01, -0.02], [0.06, -0.01, -0.01], [-0.02, 0.02, -0.03], [-0.01, -0.07, 0.16], [0.00, 0.00, 0.09], [0.03, 0.02, -0.04], [-0.12, 0.00, -0.14], [-0.12, -0.07, 0.07], [0.00, 0.00, 0.00], [-0.01, 0.00, -0.01], [0.00, 0.01, -0.01], [0.00, 0.00, 0.01], [0.03, 0.02, -0.06], [-0.02, 0.02, -0.06], [0.05, 0.03, -0.04], [0.02, 0.02, -0.01]],
  "mulliken_charge": [-0.230, -0.102, -0.526, -0.199, -1.040, 0.904, -0.078, -1.037, 1.158, -1.194, 0.258, 0.075, -0.899, -0.002, -0.230, 0.196, 0.304, -0.307, -1.071, 0.205, 0.151, 0.261, 0.369, 0.281, 0.342, -0.665, 0.296, 0.098, 0.167, 0.199, 0.466, 0.200, 0.318, 0.333, 0.580, 0.360, -0.175, 0.164, 0.354, 0.361, 0.342, -0.279, -0.739, -0.673, 1.088, -0.389, -0.754, -0.769, 0.389, 0.044, 0.292, 0.374, 0.403, 0.346, 0.402, 0.381, -0.573, -0.632, -0.733, 1.334, -0.801, -0.734, -0.784, 0.359, 0.302, 0.314, 0.328, 0.397, 0.392, 0.397, 0.400, -0.475, -0.176, -0.782, 1.135, -0.642, -0.649, -0.835, 0.242, 0.350, 0.207, 0.046, 0.387, 0.371, 0.440, 0.372, -0.576, -0.643, -0.593, 1.006, -0.705, -0.577, -0.700, 0.345, 0.299, 0.299, 0.332, 0.319, 0.386, 0.401, 0.345]
}